Entry from the Open Molecules 2025 dataset: 4 unconnected molecules or ions with the total composition C15H35F3N2O11S3 (ωB97M-V/def2-TZVPD).

ORCA input file:
```
! wB97M-V def2-TZVPD RIJCOSX def2/J DEFGRID3
* xyz 0 1
C 2.591 3.367 -2.635
C 3.683 2.217 -2.310
N 2.923 0.946 -2.106
C 2.254 0.860 -0.771
N 3.140 1.053 0.406
C 3.053 2.422 0.996
C 3.704 -0.250 -2.433
O 3.383 -0.888 -3.469
O 4.788 -0.792 -1.652
C 6.043 -0.605 -2.268
F 6.227 -1.348 -3.452
F 6.341 0.737 -2.591
F 7.024 -1.025 -1.328
H 2.684 3.729 -3.725
H 2.725 4.286 -1.972
H 1.514 2.998 -2.451
H 4.349 2.105 -3.245
H 4.369 2.512 -1.449
H 1.745 -0.160 -0.698
H 1.414 1.645 -0.731
H 4.105 0.749 0.237
H 2.422 2.499 1.953
H 2.734 3.154 0.167
H 4.124 2.739 1.294
O -0.864 1.443 -4.082
S 0.011 1.578 -5.218
O 0.331 2.866 -5.781
O -0.514 0.609 -6.402
C -1.856 0.766 -6.865
C -2.020 2.019 -7.705
C 1.527 0.733 -4.877
H -2.554 0.760 -6.022
H -2.085 -0.108 -7.480
H -1.859 2.919 -7.108
H -3.025 2.074 -8.128
H -1.289 2.036 -8.517
H 1.303 -0.257 -4.486
H 2.069 1.314 -4.136
H 2.109 0.668 -5.796
O 0.825 1.894 3.989
S -0.594 1.967 4.235
O -1.126 2.314 5.526
O -1.284 0.594 3.737
C -0.815 -0.644 4.284
C -1.275 -0.832 5.718
C -1.324 3.044 3.034
H 0.275 -0.709 4.205
H -1.230 -1.444 3.669
H -0.828 -0.085 6.377
H -0.991 -1.819 6.091
H -2.360 -0.722 5.792
H -0.960 2.772 2.044
H -1.023 4.063 3.279
H -2.408 2.953 3.092
O -2.405 -3.374 3.768
S -3.822 -3.303 4.015
O -4.353 -2.958 5.307
O -4.511 -4.677 3.517
C -4.039 -5.912 4.062
C -4.495 -6.105 5.497
C -4.555 -2.227 2.816
H -2.950 -5.974 3.981
H -4.455 -6.712 3.445
H -4.049 -5.359 6.158
H -4.207 -7.092 5.866
H -5.580 -5.997 5.574
H -4.192 -2.497 1.825
H -4.255 -1.208 3.061
H -5.639 -2.319 2.875
*
```

- SMILES = CCN(CNC)C(=O)OC(F)(F)F.CCOS(C)(=O)=O.CCOS(C)(=O)=O.CCOS(C)(=O)=O

***

Entry from the Open Molecules 2025 dataset: C23H33N3O3 in the gas phase (ωB97M-V/def2-TZVPD).

ORCA input file:
```
! wB97M-V def2-TZVPD RIJCOSX def2/J DEFGRID3
* xyz 0 1
C -3.828 -3.521 0.843
H -3.997 -4.560 0.572
H -3.237 -3.493 1.755
H -4.786 -3.046 1.038
C -3.074 -2.811 -0.277
N -2.828 -1.414 0.039
C -3.803 -0.461 -0.122
C -5.077 -0.776 -0.618
C -6.036 0.198 -0.778
C -5.770 1.523 -0.449
C -4.531 1.857 0.042
C -3.540 0.884 0.213
C -2.239 1.232 0.736
C -1.307 0.257 0.871
C -1.568 -1.117 0.541
O -0.730 -2.001 0.677
H -0.316 0.441 1.253
O -2.108 2.528 1.069
C -0.904 3.047 1.601
C -0.054 3.722 0.506
O -0.050 4.929 0.372
N 0.633 2.888 -0.285
H 0.791 1.901 -0.085
C 1.506 3.424 -1.312
C 2.196 2.296 -2.065
H 2.838 2.731 -2.832
C 3.047 1.418 -1.139
N 2.203 0.575 -0.296
C 1.806 -0.674 -0.935
C 2.920 -1.727 -1.021
C 2.366 -3.013 -1.624
H 2.006 -2.840 -2.636
H 1.536 -3.375 -1.021
H 3.134 -3.782 -1.658
C 3.478 -1.975 0.381
C 3.935 -0.665 1.024
C 4.447 -0.892 2.442
H 5.286 -1.585 2.437
H 4.776 0.044 2.888
H 3.660 -1.313 3.065
C 2.749 0.308 1.026
H 3.035 1.260 1.484
H 1.948 -0.135 1.626
H 4.744 -0.234 0.421
H 4.311 -2.681 0.333
H 2.692 -2.420 0.997
H 3.729 -1.357 -1.663
H 1.428 -0.447 -1.935
H 0.988 -1.100 -0.349
H 3.645 2.067 -0.495
H 3.741 0.826 -1.750
H 1.444 1.681 -2.561
H 0.909 4.040 -1.993
H 2.249 4.084 -0.847
H -0.329 2.288 2.138
H -1.212 3.832 2.298
H -4.293 2.875 0.304
H -6.529 2.278 -0.578
H -7.007 -0.076 -1.163
H -5.326 -1.790 -0.884
H -3.607 -2.883 -1.227
H -2.089 -3.271 -0.393
*
```

- relative energy (zero: lowest compared OMol25 entry of this formula, charge and spin) (kcal per mole) = 0.0
- SMILES = CCn1c(=O)cc(OCC(=O)NCCCN2C[C@H](C)C[C@H](C)C2)c2ccccc21

***

Entry from the Open Molecules 2025 dataset: a molecular structure, C12H24CaF8N4O25S8 (ωB97M-V/def2-TZVPD).

ORCA input file:
```
! wB97M-V def2-TZVPD RIJCOSX def2/J DEFGRID3
* xyz -2 1
Ca -0.431 0.011 -14.259
N 3.476 2.235 -13.017
S 4.165 3.595 -13.256
O 5.141 3.686 -14.347
O 4.301 4.473 -12.080
F 2.770 4.208 -13.809
S 4.866 1.724 -12.153
O 4.802 1.869 -10.701
O 6.161 1.633 -12.769
F 4.494 0.114 -12.227
N -0.583 4.690 -8.339
S -1.832 5.662 -8.943
O -2.538 6.479 -7.971
O -2.568 5.219 -10.083
F -0.925 6.822 -9.669
S -1.492 3.410 -8.283
O -1.643 2.644 -9.500
O -2.498 3.361 -7.248
F -0.356 2.585 -7.592
N -6.553 -4.533 -17.954
S -5.032 -4.846 -17.274
O -4.245 -3.668 -16.892
O -4.371 -6.094 -17.676
F -5.560 -5.262 -15.772
S -6.198 -4.915 -19.332
O -6.389 -6.258 -19.710
O -5.092 -4.182 -19.877
F -7.407 -4.181 -20.005
N -8.219 0.138 -13.317
S -7.327 1.463 -13.762
O -5.833 1.364 -13.655
O -7.941 2.783 -13.692
F -7.588 1.265 -15.308
S -8.351 0.747 -11.873
O -9.658 1.428 -11.651
O -7.153 1.043 -11.006
F -8.662 -0.709 -11.261
C 7.355 -5.152 -15.402
C 6.072 -4.979 -16.179
O 6.201 -3.765 -16.924
C 5.130 -2.985 -17.025
O 3.988 -3.248 -16.605
O 5.470 -1.793 -17.668
C 6.776 -1.475 -18.040
H 8.235 -5.491 -15.949
H 7.161 -5.882 -14.616
H 7.584 -4.202 -14.918
H 5.278 -4.997 -15.432
H 5.973 -5.804 -16.884
H 7.497 -1.319 -17.237
H 6.794 -0.524 -18.573
H 7.225 -2.192 -18.727
C 0.647 6.468 -21.916
C 0.398 5.364 -20.925
O -0.832 4.753 -21.248
C -1.149 3.684 -20.466
O -0.533 3.288 -19.431
O -2.362 3.086 -20.798
C -3.203 3.397 -21.924
H 1.714 6.581 -22.108
H 0.074 7.344 -21.610
H 0.355 6.157 -22.919
H 0.225 5.659 -19.890
H 1.133 4.560 -20.890
H -3.820 4.243 -21.622
H -3.813 2.555 -22.252
H -2.551 3.605 -22.772
C 1.511 -4.634 -5.692
C 1.573 -5.712 -6.861
O 1.336 -5.144 -8.187
C 0.169 -4.695 -8.710
O -0.006 -4.170 -9.770
O -0.706 -4.811 -7.754
C -2.106 -4.538 -8.001
H 2.365 -3.956 -5.674
H 1.446 -5.236 -4.785
H 0.557 -4.132 -5.854
H 0.737 -6.366 -6.613
H 2.569 -6.137 -6.741
H -2.527 -5.306 -8.651
H -2.297 -3.594 -8.511
H -2.536 -4.597 -7.001
*
```

- relative energy (zero: lowest compared OMol25 entry of this formula, charge and spin) (kcal per mole) = 200.1

***

Entry from the Open Molecules 2025 dataset: a molecular structure, C50H60Cl2F9N3O28S (ωB97M-V/def2-TZVPD).

ORCA input file:
```
! wB97M-V def2-TZVPD RIJCOSX def2/J DEFGRID3
* xyz 0 1
C 5.376 4.254 0.349
C 4.280 4.770 -0.723
C 3.684 3.474 -1.471
C 3.470 3.863 -3.033
C 4.144 2.743 -3.998
C 3.040 1.545 -4.110
C 3.678 0.077 -3.959
C 2.704 -1.021 -3.327
C 1.236 -1.280 -3.730
C 0.528 -0.370 -4.860
Cl 0.874 -0.482 -6.644
C -0.408 0.603 -4.359
C -1.213 1.644 -5.266
Cl -0.734 0.694 -2.537
C 0.326 -2.427 -3.088
C 0.872 -3.385 -1.970
C -0.032 -4.553 -1.369
C -1.034 -4.096 -0.195
C -0.334 -4.208 1.260
C 0.318 -2.824 1.765
N -0.678 -1.923 2.474
C -1.201 -0.865 1.520
C 0.063 -1.123 3.503
C -0.381 -1.119 5.040
O 1.076 -0.407 3.196
C 2.377 -3.089 -1.527
N 2.938 -3.915 -0.482
S 4.511 -3.202 -0.352
N 4.584 -1.943 -1.537
C 3.280 -1.953 -2.163
H 5.921 3.340 -0.079
H 6.146 5.071 0.570
H 4.801 3.913 1.286
H 3.431 5.311 -0.179
H 4.767 5.537 -1.426
H 2.701 3.108 -0.982
H 4.398 2.563 -1.442
H 2.326 3.933 -3.190
H 3.908 4.877 -3.328
H 4.345 3.249 -5.034
H 5.155 2.360 -3.623
H 2.120 1.731 -3.438
H 2.636 1.622 -5.197
H 4.117 -0.363 -4.921
H 4.570 0.184 -3.223
H -1.945 2.234 -4.590
H -1.854 1.167 -6.084
H -0.457 2.421 -5.666
H -0.740 -2.582 -3.459
H -0.688 -5.038 -2.194
H 0.640 -5.401 -0.973
H -1.438 -3.049 -0.436
H -1.910 -4.857 -0.205
H 0.509 -4.993 1.246
H -1.134 -4.575 2.001
H 0.871 -2.253 0.935
H 1.102 -3.099 2.562
H -1.999 -1.384 0.873
H -0.326 -0.449 0.898
H -1.688 -0.004 2.100
H -1.220 -1.850 5.299
H 0.534 -1.378 5.705
H -0.713 -0.052 5.342
C -5.523 -7.750 -0.280
C -5.539 -6.262 -0.139
O -4.756 -6.037 1.016
C -3.869 -7.069 1.058
O -2.879 -7.080 1.733
O -4.242 -8.088 0.231
F -6.798 -5.809 0.099
H -6.295 -8.240 0.320
H -5.629 -8.071 -1.318
H -5.104 -5.723 -0.988
C 6.990 -6.318 -0.236
C 6.468 -6.246 1.162
O 7.281 -7.169 1.858
C 8.473 -7.172 1.196
O 9.488 -7.622 1.642
O 8.367 -6.594 -0.035
F 5.184 -6.671 1.222
H 6.538 -7.129 -0.814
H 6.852 -5.382 -0.780
H 6.555 -5.257 1.623
C 3.237 2.895 -10.255
C 2.946 1.542 -9.690
O 3.439 1.630 -8.369
C 3.319 2.942 -8.024
O 3.382 3.351 -6.900
O 3.111 3.734 -9.116
F 3.639 0.582 -10.345
H 4.251 2.975 -10.655
H 2.529 3.182 -11.034
H 1.883 1.282 -9.669
C -4.449 -2.013 -3.793
C -5.065 -1.731 -2.461
O -5.230 -3.019 -1.902
C -4.238 -3.777 -2.443
O -3.891 -4.842 -2.010
O -3.679 -3.177 -3.530
F -6.285 -1.162 -2.600
H -5.192 -2.235 -4.563
H -3.817 -1.194 -4.141
H -4.445 -1.120 -1.798
C -0.865 3.346 6.853
C -1.715 2.234 7.377
O -0.853 1.560 8.271
C 0.005 2.513 8.733
O 0.699 2.382 9.701
O -0.029 3.638 7.964
F -2.062 1.378 6.386
H -0.247 3.041 6.004
H -1.452 4.218 6.564
H -2.611 2.566 7.910
C 1.520 7.548 8.348
C 0.328 8.420 8.121
O -0.051 8.110 6.795
C 0.340 6.819 6.600
O -0.047 6.127 5.701
O 1.218 6.409 7.557
F 0.666 9.730 8.176
H 2.449 8.002 7.992
H 1.642 7.275 9.398
H -0.509 8.224 8.797
C 2.904 7.644 -6.476
C 4.257 8.232 -6.719
O 4.830 8.272 -5.429
C 4.256 7.241 -4.747
O 4.680 6.794 -3.720
O 3.143 6.774 -5.381
F 4.160 9.499 -7.187
H 2.164 8.396 -6.187
H 2.527 7.094 -7.340
H 4.892 7.639 -7.385
C -4.349 -2.021 5.554
C -5.506 -2.244 6.472
O -5.629 -1.005 7.147
C -5.171 -0.071 6.269
O -5.368 1.108 6.378
O -4.468 -0.638 5.247
F -5.221 -3.205 7.386
H -3.385 -2.205 6.036
H -4.411 -2.630 4.651
H -6.444 -2.481 5.964
C -9.155 -1.814 2.403
C -9.694 -1.736 3.795
O -8.897 -2.666 4.502
C -7.699 -2.680 3.855
O -6.690 -3.139 4.317
O -7.782 -2.103 2.625
F -10.981 -2.149 3.842
H -9.607 -2.621 1.820
H -9.276 -0.877 1.857
H -9.604 -0.749 4.258
*
```

***

Looking at gap between HOMO and LUMO for the records above, in order, we have 9.26, 8.81, 2.03, 7.11 eV.
Looking at E_tot for the records above, in order, we have -3023.73861, -1286.26349, -7233.37181, -6429.34452 Eh.